{
  "formula": "C9H8NO2",
  "method": "ωB97M-V with the def2-TZVPD basis set",
  "homo_lumo_gap_ha": 0.299,
  "charge": 1,
  "largest_force_ev_per_a": 4.120,
  "e_tot_ha": -552.513661,
  "species": ["H", "N", "O", "C", "H", "C", "C", "H", "C", "H", "H", "C", "H", "C", "C", "H", "C", "O", "H", "C"],
  "coordinates": [[3.169, 2.085, 3.002], [1.313, 0.843, 0.658], [2.066, 1.337, 1.657], [-0.973, -0.507, -2.237], [-3.647, -1.717, -0.355], [-2.224, -1.020, -1.860], [1.071, 0.549, -1.236], [-1.936, -1.708, 1.416], [-1.680, -1.114, 0.442], [0.230, -0.291, 2.076], [-0.662, -0.367, -3.298], [2.579, 2.388, 2.149], [2.599, 3.308, 1.610], [-0.049, -0.251, -1.188], [0.669, -0.344, 1.139], [-2.836, -1.251, -2.682], [-0.418, -0.663, 0.148], [1.805, 1.218, -1.828], [1.469, -1.094, 0.965], [-2.545, -1.403, -0.578]]
}

***

{
  "formula": "C28H25IrN3O2S3",
  "method": "ωB97M-V with the def2-TZVPD basis set",
  "multiplicity": 6,
  "homo_lumo_gap_ha": [0.212, 0.205],
  "largest_force_ev_per_a": 0.515,
  "e_tot_ha": -2695.516584,
  "species": ["H", "O", "C", "C", "H", "C", "N", "C", "H", "C", "H", "C", "C", "H", "H", "C", "H", "O", "C", "H", "H", "H", "C", "C", "C", "Ir", "H", "H", "S", "C", "H", "H", "H", "C", "C", "H", "H", "N", "S", "N", "H", "H", "C", "C", "C", "H", "C", "H", "C", "H", "C", "C", "C", "C", "H", "C", "S", "H", "H", "C", "C", "C"],
  "coordinates": [[1.254, 3.999, 1.636], [-0.234, 1.790, -0.871], [-0.826, -2.048, -3.694], [-0.105, 1.238, -2.074], [-4.017, -0.948, 3.236], [-2.009, -1.933, -1.607], [-0.856, -0.627, 2.182], [-2.984, -1.209, 3.058], [-0.727, -3.691, 3.517], [-2.499, -2.450, 3.415], [-1.874, -0.084, -0.542], [-1.156, -2.750, 3.206], [-1.653, -2.650, -2.745], [2.832, 1.375, -0.744], [0.613, -4.791, -0.973], [-1.696, 3.183, 1.216], [2.168, 4.549, 0.207], [2.800, 2.783, 0.956], [0.641, 2.030, -3.100], [-2.027, -3.653, -2.902], [-4.408, 1.153, 3.075], [0.682, -1.969, 2.390], [-2.125, -0.281, 2.467], [1.216, -3.912, -1.162], [-2.880, 3.784, 1.611], [0.156, 0.819, 0.852], [-0.958, 3.755, 0.670], [2.451, -4.925, -2.602], [4.166, 0.725, 1.904], [-0.349, -0.767, -3.508], [0.097, -2.680, 0.194], [-4.782, 3.531, 2.587], [4.051, -0.142, -2.350], [0.928, -2.740, -0.493], [1.716, -1.625, -0.767], [0.302, -0.331, -4.255], [2.901, 4.664, 1.829], [3.277, -0.441, -1.784], [1.467, 1.291, 2.772], [1.669, -0.319, -0.271], [1.508, 1.490, -3.498], [0.989, 2.959, -2.651], [-3.650, 1.717, 2.546], [-0.372, -1.806, 2.581], [2.246, 4.077, 1.184], [-3.047, 4.833, 1.395], [3.036, -2.887, -2.393], [-2.674, -2.378, -0.876], [-2.455, 1.111, 2.151], [-3.156, -3.178, 3.872], [-1.454, 1.837, 1.489], [2.735, -1.713, -1.714], [-0.670, -0.034, -2.340], [2.601, 0.337, -0.917], [0.009, 2.280, -3.957], [2.260, -3.988, -2.095], [4.012, 2.728, 3.406], [-0.550, -2.594, -4.588], [3.832, -2.935, -3.124], [-1.539, -0.650, -1.404], [-3.861, 3.054, 2.278], [2.980, 2.035, 2.121]]
}

***

What is the formula in the second record? C28H25IrN3O2S3